2 unconnected molecules or ions with the total composition C3H7OS. Source: the OMol25 dataset; level of theory: ωB97M-V/def2-TZVPD.

Structure (XYZ):
```
12
Properties=species:S:1:pos:R:3
C -0.034 -1.085 1.009
C -0.973 -0.167 0.838
O -2.091 -0.153 1.693
C -0.907 0.975 -0.125
H 0.757 -1.259 0.291
H -0.138 -1.765 1.850
H -1.876 0.392 2.458
H -0.093 0.866 -0.866
H -1.877 1.087 -0.621
H -0.760 1.900 0.447
S 1.996 0.152 -1.725
H 2.391 0.050 -3.007
```

Properties
Relative energy (zero: lowest compared OMol25 entry of this formula, charge and spin) (eV): 0.898
Kohn-Sham gap (Eh): 0.2269
Charge: -1

Mulliken population analysis, charges in e, atoms 1 to 2: -0.651, 0.431



A single C3H7P molecule at a distorted geometry. Source: the OMol25 dataset; level of theory: ωB97M-V/def2-TZVPD.

Structure (XYZ):
```
11
Properties=species:S:1:pos:R:3
C -1.406 0.132 0.205
C -0.172 -1.210 -0.787
C 1.260 1.032 0.357
P -0.028 0.588 -0.846
H -2.423 0.001 -0.340
H -1.344 -0.440 1.158
H 0.335 -1.926 -0.181
H -0.892 -1.647 -1.457
H 1.174 0.404 1.262
H 1.186 2.148 0.714
H 2.311 0.917 -0.085
```

Properties
Relative energy (zero: lowest compared OMol25 entry of this formula, charge and spin) (eV): 1.682
SMILES: C=P(=C)C
Kohn-Sham gap (Eh): 0.3417
Charge: 0

Mulliken population analysis, charges in e, atoms 1 to 2: -0.659, -0.661